No. 1
{"formula": "C19H11Br4N4O2PtS", "method": "the ωB97M-V functional and the def2-TZVPD basis", "species": ["Pt", "Br", "C", "C", "Br", "C", "Br", "C", "O", "C", "O", "C", "Br", "S", "C", "N", "N", "C", "C", "C", "C", "C", "C", "N", "N", "C", "C", "C", "C", "C", "C", "H", "H", "H", "H", "H", "H", "H", "H", "H", "H", "H"], "xyz": [[-1.1418, 1.3143, 1.2661], [3.4435, 0.3895, 6.4781], [1.8422, 0.4367, 5.4617], [0.7123, -0.2626, 5.8696], [0.7139, -1.2703, 7.4802], [-0.4558, -0.2126, 5.0631], [-2.0557, -1.1127, 5.5199], [-0.5004, 0.5133, 3.8764], [-1.6005, 0.6280, 3.1119], [0.6375, 1.2122, 3.4818], [0.5425, 1.8678, 2.3180], [1.7869, 1.1794, 4.2553], [3.2635, 2.1705, 3.6087], [-0.7296, 2.3590, -0.7146], [-0.5622, 0.7943, -1.5414], [0.1253, 0.5957, -2.6161], [0.7759, 1.6451, -3.0854], [1.7361, 1.5056, -4.1296], [2.4510, 2.6272, -4.5177], [3.3990, 2.5430, -5.5313], [3.6407, 1.3382, -6.1772], [2.9120, 0.2134, -5.7871], [1.9647, 0.2918, -4.7702], [-1.2275, -0.3269, -1.0637], [-1.8329, -0.1851, 0.0117], [-2.4903, -1.3973, 0.5194], [-3.2552, -1.3016, 1.6690], [-3.8990, -2.4210, 2.1797], [-3.8022, -3.6383, 1.5291], [-3.0472, -3.7324, 0.3652], [-2.3919, -2.6236, -0.1353], [0.7930, 2.4733, -2.4995], [2.2694, 3.5762, -4.0169], [3.9553, 3.4304, -5.8150], [4.3867, 1.2706, -6.9608], [3.0871, -0.7431, -6.2718], [1.4029, -0.5800, -4.4531], [-3.3254, -0.3549, 2.1778], [-4.4633, -2.3346, 3.1009], [-4.3107, -4.5112, 1.9243], [-2.9635, -4.6809, -0.1483], [-1.7867, -2.6865, -1.0332]], "atomic_forces_ev_per_a": [[1.02, -0.50, 0.56], [-0.19, 0.02, -0.13], [-0.24, 0.19, -0.48], [-0.39, 0.11, -0.37], [-0.04, 0.11, -0.23], [0.23, 0.00, 0.12], [0.06, -0.06, 0.13], [-1.22, -0.38, 0.34], [0.75, -0.74, 0.70], [0.16, 0.82, -1.39], [-0.08, 0.34, 0.51], [0.23, -0.14, 0.49], [-0.06, -0.07, 0.07], [0.25, -0.66, -0.28], [-0.05, 0.83, -0.14], [-0.19, -0.67, 0.30], [0.93, 0.19, -1.19], [-0.84, -0.05, 0.89], [0.28, 0.45, -0.12], [-0.09, 0.06, 0.10], [-0.18, -0.23, 0.13], [-0.03, 0.15, 0.09], [0.02, -0.27, -0.10], [-0.28, -0.36, -0.61], [-0.41, -0.20, 1.09], [-0.08, 0.25, -0.31], [-0.01, 0.28, 0.03], [0.01, 0.03, 0.01], [-0.02, -0.02, -0.01], [-0.02, -0.03, 0.05], [0.38, 0.23, -0.35], [0.12, 0.14, 0.01], [0.04, -0.13, -0.08], [-0.06, -0.05, 0.04], [-0.07, 0.00, 0.05], [-0.03, 0.12, 0.05], [0.08, 0.09, -0.06], [0.01, 0.09, 0.09], [0.01, 0.03, -0.08], [0.06, 0.05, -0.03], [0.02, -0.01, -0.03], [-0.09, -0.03, 0.09]], "lowdin_charge": [0.94, 0.66, -0.76, -0.75, 0.66, -0.63, 0.74, -0.42, -0.33, -0.43, -0.30, -0.64, 0.74, 0.52, -0.76, 0.04, -0.03, -0.22, -0.04, -0.10, -0.12, -0.10, -0.04, 0.03, -0.14, -0.21, -0.04, -0.08, -0.09, -0.09, -0.03, 0.05, 0.11, 0.10, 0.09, 0.10, 0.10, 0.09, 0.10, 0.10, 0.10, 0.10], "fmax_ha_per_bohr": 0.031, "charge": -1, "lumo_ev": 1.6, "gap_ev": 6.12, "energy_ev": -324189.8760}

No. 2
{"formula": "C19H11Cl5CuN4S", "method": "the ωB97M-V functional and the def2-TZVPD basis", "species": ["Cu", "S", "C", "N", "N", "C", "C", "C", "C", "C", "C", "N", "N", "C", "C", "C", "C", "C", "C", "H", "H", "H", "H", "H", "H", "H", "H", "H", "H", "H", "Cl", "C", "C", "C", "Cl", "C", "Cl", "C", "Cl", "C", "Cl"], "xyz": [[-1.0818, 5.4394, 16.2343], [-2.6813, 6.7341, 17.0084], [-2.5007, 6.2771, 18.6688], [-3.2940, 6.8023, 19.5284], [-3.1972, 6.3188, 20.8394], [-3.4879, 4.9403, 21.0975], [-3.4879, 4.5963, 22.4632], [-3.7558, 3.2814, 22.8110], [-3.9321, 2.3102, 21.8326], [-3.9632, 2.6781, 20.4969], [-3.7588, 3.9780, 20.1241], [-1.5412, 5.2987, 19.0981], [-0.8199, 4.7832, 18.2053], [0.0285, 3.7064, 18.6164], [1.2380, 3.4768, 17.9807], [2.0932, 2.4392, 18.3517], [1.7395, 1.6016, 19.4176], [0.5075, 1.8253, 20.0572], [-0.3429, 2.8534, 19.6335], [-3.7617, 6.9303, 21.4069], [-3.2916, 5.3468, 23.2282], [-3.8329, 3.0296, 23.8699], [-4.1387, 1.3035, 22.1778], [-4.2096, 1.9272, 19.7504], [-3.8730, 4.2588, 19.0711], [1.5460, 4.0802, 17.1531], [3.0034, 2.2673, 17.7613], [2.3934, 0.7543, 19.7206], [0.1390, 1.1781, 20.8657], [-1.3215, 2.9692, 20.1257], [0.5448, 3.5431, 14.7858], [0.1192, 4.8989, 13.7577], [-0.7577, 5.8178, 14.3525], [-1.1727, 6.8528, 13.5173], [-2.3382, 7.9674, 14.1054], [-0.7625, 6.9478, 12.1725], [-1.3479, 8.2579, 11.2066], [0.1244, 6.0305, 11.6382], [0.6966, 6.1519, 10.0258], [0.5862, 4.9721, 12.4501], [1.7438, 3.8262, 11.8919]], "atomic_forces_ev_per_a": [[0.34, -0.29, 0.22], [0.02, 0.16, -0.40], [0.14, -0.17, 0.07], [0.59, -0.47, 0.63], [-0.29, -0.24, -0.90], [0.20, 0.54, 0.98], [-0.16, -0.26, -0.72], [0.18, 0.20, 0.28], [-0.35, -0.05, 0.65], [-0.31, -1.07, 0.27], [-0.13, 1.13, -0.49], [0.86, -0.64, -0.60], [-1.12, 0.81, 0.00], [0.31, 0.04, 0.28], [0.54, -0.17, -0.31], [-0.27, -0.20, 0.15], [-0.14, -0.20, 0.11], [-0.10, -0.07, -0.23], [-0.57, -0.56, 1.20], [-0.08, -0.05, 0.12], [-0.06, -0.10, -0.25], [0.15, -0.08, -0.30], [0.05, -0.05, -0.35], [0.14, 0.14, 0.02], [0.15, -0.10, 0.47], [0.02, 0.44, -0.23], [-0.40, 0.14, 0.45], [-0.58, 0.80, -0.24], [0.40, 0.27, -0.41], [0.60, 0.03, -0.29], [0.07, 0.03, -0.17], [-0.51, 0.27, 0.17], [0.42, 0.02, -0.79], [-0.02, -0.60, -0.18], [-0.10, 0.34, 0.00], [-0.28, 0.51, 0.36], [0.15, -0.24, -0.03], [0.49, -0.74, 0.41], [-0.08, 0.08, -0.02], [-0.15, 0.32, 0.23], [-0.14, 0.09, -0.16]], "lowdin_charge": [0.33, 0.67, -0.80, 0.04, 0.00, -0.25, -0.03, -0.09, -0.10, -0.11, -0.07, 0.09, 0.00, -0.24, -0.07, -0.07, -0.07, -0.06, -0.01, 0.12, 0.11, 0.11, 0.10, 0.11, 0.11, 0.06, 0.12, 0.12, 0.11, 0.10, 0.71, -0.67, -0.28, -0.70, 0.66, -0.69, 0.68, -0.70, 0.70, -0.70, 0.68], "spin_multiplicity": 2, "relative_energy_kcal_mol": 0.00, "fmax_ha_per_bohr": 0.028, "charge": 0, "lumo_ev": [-1.7, -1.9], "gap_ev": [6.40, 6.18], "s_squared": 0.76, "energy_ev": -143926.2215}

No. 3
{"formula": "C19H11F5MnNO4", "method": "the ωB97M-V functional and the def2-TZVPD basis", "species": ["Mn", "O", "C", "O", "C", "C", "C", "C", "C", "N", "C", "O", "O", "H", "H", "H", "H", "H", "C", "C", "C", "C", "C", "C", "H", "H", "H", "H", "H", "H", "F", "C", "C", "C", "F", "C", "F", "C", "F", "C", "F"], "xyz": [[-0.6463, 0.1582, 0.0399], [0.6496, -0.4257, -3.8522], [0.4589, -0.3814, -2.5526], [0.0963, 0.6045, -1.9367], [0.7368, -1.6517, -1.8267], [1.1446, -2.8476, -2.3870], [1.3362, -3.9228, -1.5270], [1.1390, -3.7617, -0.1627], [0.7343, -2.5191, 0.3038], [0.5214, -1.5013, -0.5217], [0.4469, -2.1100, 1.7214], [0.6786, -2.9420, 2.7190], [0.0223, -0.9941, 1.9257], [0.4122, 0.4348, -4.2389], [1.2994, -2.9351, -3.4522], [1.6442, -4.8822, -1.9185], [1.2898, -4.6041, 0.4991], [1.0294, -3.7881, 2.4108], [-1.4091, 1.3207, 2.4918], [-2.5270, 1.2384, 1.6943], [-2.5112, 1.7910, 0.3901], [-1.3957, 2.4655, -0.0702], [-0.2340, 2.4990, 0.7291], [-0.2371, 1.9103, 1.9822], [-1.4007, 0.8662, 3.4713], [-3.4169, 0.7347, 2.0455], [-3.3868, 1.7064, -0.2373], [-1.3825, 2.9051, -1.0578], [0.6667, 2.9736, 0.3612], [0.6686, 1.8994, 2.5736], [-2.5612, 0.5444, -2.4381], [-2.8203, -0.6379, -1.8216], [-2.1417, -0.9812, -0.6600], [-2.6029, -2.1654, -0.1048], [-2.0776, -2.6382, 1.0555], [-3.5984, -2.9666, -0.6434], [-3.9657, -4.0968, -0.0465], [-4.2167, -2.5765, -1.8191], [-5.1767, -3.3168, -2.3545], [-3.8289, -1.3877, -2.4106], [-4.4303, -0.9737, -3.5222]], "atomic_forces_ev_per_a": [[-0.06, 0.10, -0.42], [-0.08, 0.13, 0.17], [0.10, -0.22, -0.14], [-0.02, 0.15, 0.04], [-0.02, 0.07, 0.09], [0.02, 0.00, 0.13], [0.03, -0.03, -0.02], [0.01, 0.08, -0.08], [-0.02, 0.08, -0.01], [-0.05, -0.06, 0.12], [-0.03, 0.11, 0.02], [0.01, 0.04, -0.17], [0.05, -0.15, 0.10], [0.02, -0.03, -0.04], [0.00, 0.01, -0.01], [-0.01, -0.01, 0.00], [0.00, 0.00, 0.02], [-0.02, -0.01, 0.09], [0.08, 0.07, -0.03], [0.03, 0.09, -0.13], [-0.05, -0.11, 0.24], [0.33, -0.09, 0.14], [0.07, 0.05, -0.11], [0.02, -0.04, 0.20], [-0.01, 0.03, 0.03], [-0.01, 0.00, 0.00], [0.00, 0.00, 0.00], [-0.04, -0.03, 0.00], [-0.05, 0.03, -0.03], [-0.03, 0.07, 0.03], [0.17, 0.03, -0.01], [-0.26, 0.02, -0.04], [-0.41, -0.37, -0.21], [-0.07, -0.19, -0.08], [0.18, 0.07, 0.05], [0.00, 0.17, -0.12], [0.00, -0.05, 0.05], [0.05, 0.05, 0.07], [-0.03, -0.04, -0.03], [0.10, -0.05, 0.12], [0.00, 0.03, -0.04]], "lowdin_charge": [0.73, 0.20, -0.41, 0.08, -0.14, 0.07, 0.01, 0.05, -0.14, 0.11, -0.42, 0.20, 0.08, 0.17, 0.14, 0.13, 0.13, 0.12, -0.08, -0.05, -0.09, -0.10, -0.09, -0.08, 0.13, 0.13, 0.13, 0.13, 0.13, 0.13, 0.06, -0.22, -0.05, -0.20, 0.07, -0.15, 0.13, -0.14, 0.15, -0.15, 0.13], "spin_multiplicity": 2, "fmax_ha_per_bohr": 0.011, "charge": 1, "lumo_ev": [-4.2, -4.3], "gap_ev": [7.47, 7.30], "s_squared": 1.21, "energy_ev": -74461.8625}